1.
A molecular structure, C48H49CsF6NPSbTe, computed with ωB97M-V with the def2-TZVPD basis set.

Structure (ORCA input):
```
! RIJCOSX wB97M-V def2-TZVPD def2/J DEFGRID3
* xyz -2 2
Cs -0.898 1.220 1.123
C 2.561 -6.390 1.634
C 3.126 -6.296 0.371
C 3.189 -5.067 -0.275
C 2.698 -3.923 0.342
C 2.137 -4.022 1.617
C 2.064 -5.250 2.255
P 2.725 -2.273 -0.444
C 3.957 -2.256 -1.793
C 5.154 -1.546 -1.681
C 6.063 -1.515 -2.728
C 5.804 -2.204 -3.904
C 4.624 -2.925 -4.026
C 3.710 -2.949 -2.984
C 3.742 -1.445 0.936
C 3.371 -0.153 1.260
C 4.006 0.537 2.287
C 5.029 -0.078 2.988
C 5.408 -1.379 2.669
C 4.765 -2.066 1.654
H 2.510 -7.348 2.136
H 3.520 -7.180 -0.116
H 3.631 -5.002 -1.262
H 1.765 -3.136 2.122
H 1.622 -5.309 3.242
H 5.371 -1.001 -0.772
H 6.976 -0.942 -2.624
H 6.515 -2.177 -4.720
H 4.409 -3.466 -4.939
H 2.783 -3.495 -3.100
H 2.563 0.311 0.702
H 3.669 1.529 2.559
H 5.497 0.432 3.817
H 6.196 -1.864 3.235
H 5.057 -3.085 1.422
C 0.551 5.344 -0.740
C -0.870 5.026 -1.129
C -1.818 6.054 -1.232
C -3.131 5.713 -1.520
C -4.174 6.799 -1.650
C -3.526 4.390 -1.683
C -2.609 3.295 -1.557
C -1.254 3.724 -1.326
N -2.780 1.971 -1.603
C -3.994 1.234 -1.851
C -4.205 0.273 -0.659
C -5.347 -0.717 -0.896
C -6.646 0.061 -1.117
C -6.480 0.983 -2.327
C -6.186 0.139 -3.570
C -4.885 -0.638 -3.353
C -5.042 -1.558 -2.138
C -3.748 0.356 -3.100
C -5.331 1.971 -2.077
H 0.859 6.322 -1.119
H 1.244 4.592 -1.126
H 0.647 5.355 0.349
H -1.535 7.088 -1.063
H -3.754 7.775 -1.402
H -5.018 6.615 -0.981
H -4.568 6.850 -2.669
H -4.573 4.223 -1.878
H -0.505 2.938 -1.304
H -4.390 0.870 0.241
H -3.262 -0.265 -0.510
H -5.453 -1.373 -0.026
H -6.877 0.655 -0.227
H -7.483 -0.630 -1.279
H -7.407 1.548 -2.484
H -6.089 0.789 -4.446
H -7.017 -0.552 -3.762
H -4.664 -1.241 -4.243
H -4.120 -2.123 -1.976
H -5.848 -2.282 -2.313
H -3.613 1.018 -3.962
H -2.800 -0.164 -2.939
H -5.565 2.581 -1.201
H -5.239 2.641 -2.936
F -1.141 -0.463 3.198
Sb -1.294 3.458 4.136
F -3.025 3.966 4.972
F -2.380 3.598 2.505
F -0.715 5.115 4.984
F 0.121 4.002 2.820
F 1.089 0.787 3.412
C -1.302 -2.297 -2.833
C -0.358 -1.287 -2.996
C 0.847 -1.356 -2.325
C 1.151 -2.441 -1.495
C 0.187 -3.431 -1.312
C -1.029 -3.359 -1.985
H -2.256 -2.233 -3.340
H -0.582 -0.430 -3.619
H 1.568 -0.550 -2.432
H 0.378 -4.265 -0.647
H -1.770 -4.135 -1.835
Te 0.553 -0.709 4.553
C 2.487 -0.275 5.444
C 2.968 1.026 5.605
C 4.181 1.267 6.234
C 4.946 0.211 6.719
C 4.480 -1.088 6.570
C 3.264 -1.322 5.936
H 2.386 1.858 5.228
H 4.533 2.287 6.346
H 5.896 0.400 7.205
H 5.072 -1.922 6.933
H 2.931 -2.347 5.796
*
```

**LUMO (spin up / spin down)**: 3.47 / 3.42 eV
**Max |F|**: 0.70 eV Å⁻¹
**Frontier orbital gap (spin up / spin down)**: 0.1606 / 0.1588 hartree
**Expectation value of S²**: 0.756
**Energy relative to the best compared isomer or geometry (same formula, charge and spin)**: 37.4 kJ/mol

Here are the Mulliken charges for atoms 1 to 4, given in e: Cs 0.8501; C -0.5257; C -0.6377; C -0.1909

---

2.
A molecular structure, C37H47N6O3Si2Sn in a non-equilibrium geometry, computed with ωB97M-V with the def2-TZVPD basis set.

Structure (ORCA input):
```
! RIJCOSX wB97M-V def2-TZVPD def2/J DEFGRID3
* xyz -1 1
Sn 0.117 0.603 0.348
C -0.706 -4.151 -0.993
O -0.185 -3.587 -2.185
C 1.098 -3.115 -1.999
C 2.153 -3.931 -2.341
C 3.469 -3.476 -2.274
C 3.677 -2.160 -1.926
C 2.617 -1.324 -1.556
C 2.862 0.101 -1.522
N 1.999 0.946 -1.114
N 2.208 2.254 -1.529
C 1.060 2.728 -1.970
O -0.035 2.092 -1.983
C 1.092 4.115 -2.530
C 2.040 5.044 -2.115
C 1.998 6.344 -2.593
C 1.022 6.722 -3.506
C 0.088 5.792 -3.940
C 0.120 4.495 -3.448
C 1.290 -1.812 -1.470
O 0.265 -1.146 -1.007
H -1.766 -4.340 -1.153
H -0.577 -3.462 -0.160
H -0.200 -5.095 -0.756
H 1.924 -4.935 -2.680
H 4.294 -4.129 -2.525
H 4.674 -1.736 -1.955
H 3.746 0.479 -2.038
H 2.796 4.735 -1.405
H 2.721 7.071 -2.243
H 0.987 7.742 -3.872
H -0.674 6.080 -4.654
H -0.614 3.762 -3.756
C 2.598 -2.949 1.212
Si 2.566 -1.392 2.267
C 3.382 -1.915 3.896
C 3.724 -0.060 1.625
C 0.818 -0.764 2.425
C -0.301 -1.684 2.208
C -0.438 -2.946 2.819
C -1.564 -3.705 2.591
C -2.554 -3.220 1.742
C -2.347 -1.990 1.151
N -1.281 -1.229 1.399
Si 0.398 0.170 4.007
C -1.430 0.561 4.195
C 0.650 -0.975 5.506
C 1.551 1.630 4.255
H 3.606 -3.169 0.850
H 1.952 -2.858 0.343
H 2.250 -3.811 1.787
H 4.394 -2.289 3.713
H 2.821 -2.707 4.398
H 3.462 -1.073 4.586
H 4.682 -0.491 1.320
H 3.919 0.681 2.404
H 3.312 0.471 0.773
H 0.347 -3.294 3.478
H -1.676 -4.674 3.063
H -3.443 -3.793 1.520
H -3.071 -1.578 0.457
H -2.015 -0.366 4.196
H -1.751 1.176 3.361
H -1.624 1.082 5.138
H 0.032 -1.873 5.412
H 0.336 -0.460 6.419
H 1.681 -1.292 5.640
H 1.626 2.190 3.328
H 2.551 1.303 4.553
H 1.173 2.299 5.033
C -1.241 4.023 2.671
C -0.682 3.508 1.329
C -1.654 4.001 0.237
C 0.692 4.170 1.134
N -0.612 2.062 1.485
H -1.228 5.118 2.680
H -0.638 3.656 3.501
H -2.270 3.688 2.817
H -1.681 5.095 0.189
H -2.664 3.646 0.462
H -1.367 3.614 -0.738
H 0.603 5.256 1.019
H 1.189 3.768 0.255
H 1.329 3.965 1.995
N -6.318 2.308 0.435
C -5.419 1.865 -0.128
C -4.302 1.318 -0.845
C -4.372 1.112 -2.221
C -3.278 0.569 -2.865
C -2.156 0.247 -2.116
N -2.094 0.460 -0.804
C -3.129 0.991 -0.173
H -5.270 1.375 -2.763
H -3.289 0.394 -3.932
H -1.274 -0.196 -2.558
H -2.995 1.170 0.889
*
```

**LUMO**: 2.34 eV
**Max |F|**: 1.26 eV Å⁻¹
**Frontier orbital gap**: 0.2467 hartree

Here are the Mulliken charges for atoms 1 to 4, given in e: Sn 1.5149; C -0.6112; O -0.5362; C 0.4375

---

3.
A gas-phase ion, C5H10NOS2 (charge +1) in a non-equilibrium geometry, computed with ωB97M-V with the def2-TZVPD basis set.

Structure (ORCA input):
```
! RIJCOSX wB97M-V def2-TZVPD def2/J DEFGRID3
* xyz 1 3
C 0.404 -1.288 -1.127
C 0.838 0.150 -1.459
C -0.852 -0.798 0.966
C -0.702 1.145 0.059
C -0.967 2.214 1.045
N 0.277 -1.545 0.336
O 0.505 1.124 -0.472
S -2.449 -1.053 0.191
S -2.149 0.643 -1.010
H -0.562 -1.521 -1.583
H 1.145 -1.974 -1.543
H 1.926 0.229 -1.528
H 0.397 0.436 -2.420
H -0.859 -0.900 2.041
H -1.804 1.957 1.689
H -1.242 3.119 0.492
H -0.082 2.427 1.643
H 0.134 -2.557 0.464
H 1.148 -1.283 0.820
*
```

**LUMO (spin up / spin down)**: -3.31 / -6.31 eV
**Max |F|**: 3.39 eV Å⁻¹
**Frontier orbital gap (spin up / spin down)**: 0.2511 / 0.2395 hartree
**Expectation value of S²**: 2.010
**Energy relative to the best compared isomer or geometry (same formula, charge and spin)**: 0.0 kJ/mol

Here are the Mulliken charges for atoms 1 to 4, given in e: C -0.6427; C -0.5009; C -0.6327; C 0.5878

---

Please write out number 2 again, unchanged.
A molecular structure, C37H47N6O3Si2Sn in a non-equilibrium geometry, computed with ωB97M-V with the def2-TZVPD basis set.

Structure (ORCA input):
```
! RIJCOSX wB97M-V def2-TZVPD def2/J DEFGRID3
* xyz -1 1
Sn 0.117 0.603 0.348
C -0.706 -4.151 -0.993
O -0.185 -3.587 -2.185
C 1.098 -3.115 -1.999
C 2.153 -3.931 -2.341
C 3.469 -3.476 -2.274
C 3.677 -2.160 -1.926
C 2.617 -1.324 -1.556
C 2.862 0.101 -1.522
N 1.999 0.946 -1.114
N 2.208 2.254 -1.529
C 1.060 2.728 -1.970
O -0.035 2.092 -1.983
C 1.092 4.115 -2.530
C 2.040 5.044 -2.115
C 1.998 6.344 -2.593
C 1.022 6.722 -3.506
C 0.088 5.792 -3.940
C 0.120 4.495 -3.448
C 1.290 -1.812 -1.470
O 0.265 -1.146 -1.007
H -1.766 -4.340 -1.153
H -0.577 -3.462 -0.160
H -0.200 -5.095 -0.756
H 1.924 -4.935 -2.680
H 4.294 -4.129 -2.525
H 4.674 -1.736 -1.955
H 3.746 0.479 -2.038
H 2.796 4.735 -1.405
H 2.721 7.071 -2.243
H 0.987 7.742 -3.872
H -0.674 6.080 -4.654
H -0.614 3.762 -3.756
C 2.598 -2.949 1.212
Si 2.566 -1.392 2.267
C 3.382 -1.915 3.896
C 3.724 -0.060 1.625
C 0.818 -0.764 2.425
C -0.301 -1.684 2.208
C -0.438 -2.946 2.819
C -1.564 -3.705 2.591
C -2.554 -3.220 1.742
C -2.347 -1.990 1.151
N -1.281 -1.229 1.399
Si 0.398 0.170 4.007
C -1.430 0.561 4.195
C 0.650 -0.975 5.506
C 1.551 1.630 4.255
H 3.606 -3.169 0.850
H 1.952 -2.858 0.343
H 2.250 -3.811 1.787
H 4.394 -2.289 3.713
H 2.821 -2.707 4.398
H 3.462 -1.073 4.586
H 4.682 -0.491 1.320
H 3.919 0.681 2.404
H 3.312 0.471 0.773
H 0.347 -3.294 3.478
H -1.676 -4.674 3.063
H -3.443 -3.793 1.520
H -3.071 -1.578 0.457
H -2.015 -0.366 4.196
H -1.751 1.176 3.361
H -1.624 1.082 5.138
H 0.032 -1.873 5.412
H 0.336 -0.460 6.419
H 1.681 -1.292 5.640
H 1.626 2.190 3.328
H 2.551 1.303 4.553
H 1.173 2.299 5.033
C -1.241 4.023 2.671
C -0.682 3.508 1.329
C -1.654 4.001 0.237
C 0.692 4.170 1.134
N -0.612 2.062 1.485
H -1.228 5.118 2.680
H -0.638 3.656 3.501
H -2.270 3.688 2.817
H -1.681 5.095 0.189
H -2.664 3.646 0.462
H -1.367 3.614 -0.738
H 0.603 5.256 1.019
H 1.189 3.768 0.255
H 1.329 3.965 1.995
N -6.318 2.308 0.435
C -5.419 1.865 -0.128
C -4.302 1.318 -0.845
C -4.372 1.112 -2.221
C -3.278 0.569 -2.865
C -2.156 0.247 -2.116
N -2.094 0.460 -0.804
C -3.129 0.991 -0.173
H -5.270 1.375 -2.763
H -3.289 0.394 -3.932
H -1.274 -0.196 -2.558
H -2.995 1.170 0.889
*
```

**LUMO**: 2.34 eV
**Max |F|**: 1.26 eV Å⁻¹
**Frontier orbital gap**: 0.2467 hartree

Here are the Mulliken charges for atoms 1 to 4, given in e: Sn 1.5149; C -0.6112; O -0.5362; C 0.4375